47
Properties=species:S:1:pos:R:3:forces:R:3 method="wB97M-V/def2-TZVPD" orbital_gap_ev=4.391 total_charge=+2
Pt -0.59307 3.04054 3.03981 0.14 0.40 -0.02
Br -3.13558 -2.26447 2.46415 -0.06 -0.01 0.02
S 1.74746 2.86754 -0.70834 -0.38 -0.08 0.63
S 1.96345 1.77433 1.50767 -0.11 1.21 -0.33
S -2.69550 1.57184 -1.98973 0.28 0.48 -0.03
O -3.59386 1.85145 -3.03887 0.44 0.02 0.37
O -3.45530 1.50828 -0.59677 0.03 -0.28 -0.25
O -2.27051 0.04779 -2.02240 -0.15 -0.10 -0.02
O -1.49248 2.35370 -1.77896 -0.51 -0.38 -0.28
N 2.87214 0.35682 -0.79808 -1.13 -0.13 1.58
C -1.46288 -2.84798 0.10647 -0.07 0.09 0.09
C -2.17821 1.15088 1.41870 0.03 -0.29 -0.66
C -2.89293 0.47671 0.23716 0.25 -0.16 0.34
C -0.80711 1.76356 1.04651 -0.11 -0.12 1.32
C 2.29124 1.41633 -0.25229 0.90 -0.88 -0.99
C 4.90749 0.45917 0.65101 0.10 -0.15 -0.14
C -1.45824 -2.77127 1.63772 0.33 -0.15 0.03
C 0.37475 1.07766 1.80725 -0.61 -0.60 -0.20
C -2.40294 -1.93337 -0.67941 0.12 0.01 -0.23
C 1.15553 0.08848 -2.66317 0.11 0.29 0.03
C -2.02873 -0.45091 -0.68654 -0.19 0.18 -0.07
C 3.73119 -0.37796 0.17270 0.43 -0.34 0.00
C 1.95573 -0.57941 -1.56642 0.38 -0.13 -1.02
H 2.63241 -1.31037 -2.01176 -0.01 0.08 0.07
H -3.44463 -2.05717 -0.37470 0.12 -0.02 0.03
H 1.82245 0.63306 -3.33701 -0.05 -0.15 -0.03
H -0.94628 -0.32784 -0.51661 -0.12 -0.02 0.19
H 1.34048 -1.11785 -0.83614 0.04 0.20 0.05
H -2.35315 -2.25477 -1.72475 -0.01 0.04 0.10
H 0.63064 -0.67365 -3.24313 0.06 0.05 0.07
H -0.83428 2.90516 1.20069 -0.01 0.07 -0.42
H 4.10698 -1.25090 -0.36376 -0.07 0.08 0.00
H 3.11770 -0.77269 0.99829 0.00 0.16 -0.07
H -1.67634 -3.87589 -0.18994 -0.04 0.08 0.01
H -0.57119 1.70004 -0.02448 -0.12 0.44 0.09
H -3.71547 -0.11879 0.63035 -0.12 0.23 -0.07
H -0.43145 -2.63760 -0.21302 -0.10 -0.17 -0.05
H 5.51971 0.76433 -0.20027 -0.09 0.06 0.07
H -2.84885 1.94671 1.74912 0.00 -0.15 0.07
H 5.54037 -0.15601 1.29322 -0.09 0.07 0.03
H 0.25975 1.30350 2.92783 0.27 -0.18 0.04
H 4.61840 1.34767 1.21928 0.06 -0.06 -0.05
H -1.22112 -3.74646 2.05963 -0.01 0.08 -0.04
H 0.30618 -0.01267 1.69819 0.29 0.11 -0.25
H -2.09693 0.42405 2.23339 0.07 0.06 -0.06
H 0.40781 0.79446 -2.29988 -0.10 -0.04 0.07
H -0.69485 -2.08605 2.01724 -0.22 0.09 -0.03


33
Properties=species:S:1:pos:R:3:forces:R:3 method="wB97M-V/def2-TZVPD" smiles="C/C=C(/C)N=C(C)C.C=CC.C#N" orbital_gap_ev=9.159 total_charge=0 e_above_lowest_ev=1.744
N 0.78275 -0.66582 0.30825 -0.75 2.29 0.45
N -3.21648 -1.62391 -1.53056 0.62 -0.58 -1.04
C -3.66109 -0.83501 -0.84493 -0.32 -0.18 0.72
C 2.14735 1.19143 0.09549 1.88 2.08 1.32
C 0.72028 -1.89353 0.28234 -0.61 -2.47 0.98
C 1.50214 -2.82680 -0.58069 3.68 -1.89 3.58
C -2.22538 2.59100 0.34300 -1.14 -0.71 2.92
C -1.63530 2.31796 -1.00008 0.66 2.28 0.41
C -0.20970 -2.60340 1.27333 -1.05 -1.76 -0.77
C 1.51891 0.21710 -0.47456 -0.15 -1.84 -0.49
C -2.21867 1.78047 1.45222 2.19 -0.12 -0.96
C 2.23164 1.34971 1.58261 -2.99 2.86 -1.52
C 1.65308 0.01995 -1.92665 -0.81 -3.87 1.49
H -2.28649 1.63950 -1.44746 -1.15 -0.87 -1.55
H -2.51419 2.06812 2.49106 -0.34 -0.07 -1.34
H 2.23187 0.75379 -2.30158 1.91 2.23 -1.64
H -1.49764 3.29210 -1.55646 -0.56 -1.18 0.30
H -4.11725 -0.31375 -0.05533 -0.22 0.81 0.36
H 2.61810 -2.47593 -0.70391 -2.05 -0.87 0.47
H 3.15747 1.30506 1.99500 3.16 -0.18 0.79
H 0.68891 0.00311 -2.32047 -1.68 0.06 -1.27
H 1.67244 0.54311 2.02679 -0.73 0.32 0.48
H -0.28689 -3.69705 0.94249 -0.14 1.45 0.50
H -1.54891 0.85004 1.43076 -1.01 1.25 -0.04
H -2.89587 3.46431 0.45375 0.66 -0.19 -0.31
H -0.66893 1.86455 -1.01299 0.72 -0.45 0.54
H 2.64161 1.91701 -0.56532 0.01 -0.28 0.48
H 1.11669 -2.84945 -1.50007 -1.62 -0.13 -3.81
H 0.16030 -2.66031 2.29490 0.38 0.32 0.01
H -1.25763 -2.21859 1.34094 0.98 0.05 -0.31
H 2.06870 -1.01704 -2.08117 -0.13 1.33 -0.30
H 1.89236 2.46443 1.77147 0.12 -2.28 0.32
H 1.43578 -3.95215 -0.18216 0.49 2.60 -0.77


137
Properties=species:S:1:pos:R:3:forces:R:3 method="wB97M-V/def2-TZVPD" orbital_gap_ev=8.534 total_charge=0
Br 0.77945 -3.26962 -4.55402 0.06 0.05 0.00
Br 5.55214 -1.94155 -13.58252 0.06 -0.02 0.09
Br 6.25272 -3.35406 -7.73575 -0.10 -0.58 -0.59
Br 4.36388 -4.05154 -4.81414 0.02 -0.05 0.06
Br -5.94854 6.81206 5.14329 -0.14 -0.06 0.04
Br 9.12608 -1.81314 -14.48775 -0.05 -0.04 -0.04
Br 6.25261 -0.61404 -4.00974 0.67 -0.02 -0.28
Br 3.69429 -4.27803 0.94488 0.07 -0.67 0.23
Br -9.67119 8.31923 3.29725 0.08 -0.02 0.02
Br -1.54910 2.49521 4.81561 -0.10 -0.07 0.01
Br 2.36888 -0.17688 3.68108 -0.31 0.05 0.23
Br -2.45023 8.62429 4.11056 0.11 -0.06 -0.03
Br 1.97840 -3.62828 3.87834 0.32 0.05 0.48
Br 7.74115 -0.71908 -9.87778 0.02 0.05 0.05
Br -7.65531 3.90687 3.67983 -0.32 -0.15 0.00
Br -1.88348 2.37572 1.14307 -0.34 0.08 -0.06
Br -4.53820 7.88370 1.17839 -0.02 -0.02 0.08
Br -10.20641 7.54740 6.86603 -0.04 0.06 -0.03
Br 3.67348 -7.95315 0.61811 0.04 0.04 -0.05
Br 3.66970 2.91967 3.17762 -0.01 0.27 -0.33
Br -6.04801 1.60395 0.82055 0.13 -0.11 -0.10
Br -5.16742 -1.84595 1.99862 -0.42 0.45 -0.11
Br 2.00638 1.40946 0.22862 0.30 0.38 -0.01
Br 4.19302 0.02443 -6.98758 -0.01 0.06 0.08
O -4.92795 -2.36377 7.07487 0.12 -0.17 -0.05
N 2.16550 -0.44280 -2.65803 0.63 -1.02 0.66
N 2.60162 -2.79208 -1.02059 -0.71 1.34 -0.67
C 7.18657 -3.49335 -9.44259 -0.05 -0.18 0.20
C 3.87875 3.27122 1.26564 0.55 0.36 0.40
C -1.86709 -3.59843 1.52388 0.16 0.29 0.47
C -1.06638 -3.78957 2.82814 -0.62 -0.07 0.35
C 2.88879 -4.60679 -5.95132 0.22 0.05 -0.14
C 1.44079 -2.03741 -0.96061 0.02 -0.84 0.51
C 3.28360 -2.50000 4.76073 0.44 -1.14 0.19
C -2.91508 -3.25234 4.61909 -0.20 0.70 -0.22
C -0.97006 -0.58818 -0.75805 0.37 -0.63 0.14
C -0.78313 -1.75842 0.05908 -0.13 0.28 -0.21
C 0.40267 -2.44406 -0.06272 -0.20 -0.03 0.16
C -4.31035 9.55151 2.15599 -0.04 0.00 -0.24
C -1.49157 -2.94239 4.05555 -0.06 -0.64 0.38
C 7.65913 -0.65419 -15.03146 0.26 0.06 0.07
C -7.09673 0.29032 1.79298 0.03 0.10 0.23
C -6.28052 -0.45039 2.83262 -0.03 -0.31 -0.27
C -5.21926 5.21358 4.30649 0.06 0.28 0.00
C 6.70364 -0.40600 -13.89603 -0.25 0.00 -0.03
C 1.89413 -3.49208 -6.13351 -0.29 -0.05 0.08
C -10.33474 6.69407 4.13527 -0.06 0.10 -0.19
C 3.47924 -2.32633 -1.86750 -0.07 0.07 0.05
C 4.15811 -5.65008 2.25335 0.33 0.42 -0.22
C 0.00910 -0.19055 -1.61770 0.11 0.02 -0.27
C 4.88927 -6.79723 1.60667 -0.05 -0.22 0.16
C -1.92656 -2.15273 1.00599 0.80 -0.11 -0.36
C 1.24949 -0.90285 -1.75642 -1.18 0.64 -0.15
C -6.02858 4.78624 3.11389 0.14 -0.08 -0.05
C 6.76115 -0.62151 -5.89503 0.10 -0.01 0.26
C -2.87941 9.74715 2.58341 -0.02 0.02 0.26
C -0.27692 1.92244 3.45452 0.00 0.22 0.12
C 2.62404 -1.27628 5.26623 -0.03 0.72 -0.07
C -5.06496 -2.00550 8.43555 0.28 0.07 0.26
C 3.26109 -1.17225 -2.67268 0.13 0.57 -0.59
C -3.73940 -1.97856 4.97523 -0.06 -0.67 0.51
C -3.83942 -1.68407 6.46674 0.02 0.76 0.02
C 8.34376 -2.53619 -9.53315 0.02 0.06 -0.24
C -0.34517 2.79527 2.23355 -0.49 0.21 0.28
C -11.23109 7.00161 5.30437 0.07 -0.12 0.21
C 2.59440 3.25820 0.50989 -0.09 -0.53 -0.33
C 6.05396 0.47922 -6.63603 -0.10 -0.06 -0.20
H -5.16356 4.45107 5.07581 -0.04 -0.05 -0.02
H -11.77101 6.10917 5.61435 0.02 -0.02 -0.05
H -4.61196 10.33380 1.46253 0.04 0.00 0.00
H 3.26662 -0.71490 5.94197 0.08 0.02 -0.09
H 7.20687 -0.19326 -12.95739 0.05 -0.03 -0.03
H -0.49100 0.87916 3.24158 0.02 0.04 -0.05
H 8.13037 0.27564 -15.34309 -0.03 0.02 0.04
H 4.57361 2.52532 0.89299 0.00 0.01 0.01
H 0.48585 2.61917 1.58402 0.18 -0.25 0.05
H 6.50248 0.62613 -7.61453 0.03 -0.06 0.00
H -4.52423 -1.06928 8.63344 -0.25 -0.05 0.06
H -2.88302 -3.96560 1.71339 0.09 0.08 -0.18
H 4.43192 -2.84645 -1.95634 -0.14 0.00 0.05
H -6.31423 5.61731 2.47611 0.00 0.04 0.07
H 6.02832 0.41252 -14.13682 0.03 0.00 -0.05
H 5.65273 -6.47171 0.90683 -0.04 0.05 0.00
H -5.49363 4.04663 2.52219 0.07 -0.03 0.05
H 6.44522 -3.33555 -10.22026 0.06 0.06 -0.03
H -1.35202 -1.86432 3.90285 -0.12 -0.15 -0.20
H -3.28952 -1.09384 4.51333 -0.14 -0.11 -0.15
H -2.71565 10.76826 2.92148 -0.07 0.01 -0.02
H -0.78747 -3.20740 4.85847 0.01 0.20 -0.25
H 3.34553 -4.87394 -6.90318 -0.02 0.05 -0.01
H 7.83872 -0.46261 -5.90369 -0.02 0.06 -0.03
H -4.77293 -2.09390 4.60627 0.49 0.20 0.22
H -6.11836 -1.87076 8.69761 0.08 -0.05 -0.20
H 7.54244 -4.52067 -9.48574 0.05 0.03 -0.02
H 0.56914 -3.34010 0.53058 0.17 0.14 -0.15
H -5.00257 9.52359 2.99244 0.06 -0.03 0.03
H -4.21931 5.49419 4.00520 0.22 0.03 -0.15
H 1.67029 -1.44811 5.75587 -0.06 -0.04 -0.15
H 4.79960 -5.15519 2.98204 0.03 -0.13 0.05
H 1.79400 3.79241 1.00699 0.04 0.10 0.05
H 3.23587 -5.95273 2.73658 0.03 -0.08 -0.02
H 1.20414 -3.72586 -6.94191 0.04 -0.04 -0.01
H -6.92983 -0.99305 3.51755 -0.05 0.06 -0.05
H -3.51080 -3.83699 3.90971 0.25 -0.01 -0.02
H -5.62473 0.20181 3.40322 0.06 -0.02 -0.10
H 2.73464 3.67437 -0.48610 0.04 -0.05 0.01
H 8.94363 -2.50445 -8.62891 -0.05 -0.03 0.02
H -9.46529 6.10457 4.40911 -0.01 0.03 0.05
H 2.36596 -2.53277 -6.32647 0.07 -0.04 0.02
H -2.83171 -3.85383 5.53177 0.01 -0.05 -0.21
H -11.93920 7.79787 5.09765 0.03 0.00 -0.05
H 8.97992 -2.78832 -10.37927 -0.04 -0.03 -0.01
H -10.88937 6.17690 3.35472 -0.03 0.00 0.04
H 4.06490 -0.86372 -3.35262 -0.83 -0.20 0.37
H 6.54364 -1.61701 -6.29344 0.07 0.74 0.41
H 6.04969 1.42039 -6.09474 0.00 -0.05 0.05
H 0.69944 2.00150 3.92278 -0.03 0.05 -0.03
H 2.45592 -5.49331 -5.49847 -0.05 0.05 0.03
H -1.90418 -0.03627 -0.69426 0.16 -0.08 0.02
H -4.03042 -0.60557 6.58403 0.05 -0.01 0.00
H -2.87232 -1.98059 0.48607 0.18 0.05 -0.04
H 0.00246 -3.64661 2.66950 -0.40 0.09 -0.31
H -1.20500 -4.83959 3.12893 0.18 0.10 -0.08
H -1.90537 -1.44448 1.84610 -0.15 -0.09 -0.12
H 7.18659 -1.12389 -15.88816 -0.04 -0.01 0.04
H 3.71335 -3.11591 5.54866 -0.04 0.08 0.12
H 4.34302 4.25433 1.22059 -0.01 0.01 -0.06
H 4.05691 -2.25437 4.03789 -0.01 -0.12 -0.03
H -1.41361 -4.23735 0.75678 -0.27 0.00 0.07
H -4.64114 -2.76592 9.10664 -0.02 0.00 -0.20
H -2.89327 -1.86997 7.00683 -0.15 -0.25 -0.17
H -7.88455 0.88000 2.25854 0.03 -0.10 0.13
H -0.40090 3.85381 2.47311 -0.06 -0.02 0.12
H -7.53179 -0.38394 1.06230 0.04 0.01 -0.02
H 5.34122 -7.43891 2.36062 -0.01 0.01 0.00
H -2.16542 9.50875 1.80151 -0.07 -0.02 -0.04
H -0.12438 0.70325 -2.22293 0.08 -0.18 0.01